--- 1 ---
ORCA calculation (ωB97M-V with the def2-TZVPD basis set) on a molecular structure, C20H42NO21S5V.

Computed properties:
HOMO-LUMO gap	2.663	eV
total charge	0

Geometry as XYZ:
```
90
C20H42NO21S5V (ωB97M-V with the def2-TZVPD basis set)
H -8.717 1.376 3.627
C -6.366 -9.368 1.064
C -8.344 2.395 3.727
H 3.848 2.047 7.281
O -1.913 -0.875 -9.721
H -8.336 2.506 4.811
H 3.617 -2.546 -9.420
C -7.373 -8.190 3.449
O -1.456 4.716 -4.795
H -0.778 -4.264 -9.559
O 4.247 6.445 2.529
H 3.094 -0.454 7.503
O 2.349 -1.205 3.554
O -0.756 -1.707 -7.588
H -10.433 2.967 3.609
O 6.617 -0.104 -4.897
H 1.432 0.061 7.264
C 4.514 8.190 4.307
C 4.681 7.776 2.789
S 3.067 6.175 1.373
O 1.157 -0.417 -2.130
H 4.987 5.665 -0.202
C -9.497 3.351 3.202
H 5.716 7.992 2.524
H -9.539 3.389 2.113
H 8.194 -3.530 -5.006
H -5.008 4.337 3.467
O 2.562 0.233 5.583
O -4.742 1.648 2.755
H -1.795 -3.394 -10.705
H -6.014 -9.887 0.185
C 1.514 -2.436 -9.279
O -3.499 4.212 -4.777
H 6.285 -2.648 -3.559
C -6.027 -8.025 1.446
O 1.896 -2.258 5.867
O 0.457 -1.766 -9.833
H 5.082 7.499 4.929
O 2.214 7.392 1.479
O 8.623 0.919 -3.831
H -8.360 -10.016 3.811
H 9.262 -3.294 -3.748
C 2.808 -2.068 -9.972
H 4.550 -2.692 4.861
H 3.483 6.118 -1.025
H -5.278 -7.450 0.923
H -7.603 -11.017 1.593
S 2.589 -1.277 5.004
C 2.805 1.752 7.399
O 8.746 -1.553 -4.888
S -1.033 -1.807 -9.015
O -1.035 -1.472 -1.562
C 4.379 -1.655 5.151
C -1.548 -3.498 -9.648
H -4.735 3.740 5.214
H 4.693 -1.400 6.163
H 4.523 7.350 -0.206
V -0.128 -0.182 -1.303
O -2.152 3.486 -3.347
C -6.573 -7.459 2.576
H 2.507 1.895 8.438
H -6.267 -6.436 2.735
H 7.405 -3.163 -2.364
C 4.128 6.335 -0.173
O 7.665 -1.269 -2.892
H 2.996 -0.995 -9.982
C 7.325 -2.539 -3.254
C -7.218 -10.072 1.948
H 5.017 9.088 4.665
H 2.259 2.510 6.837
H 4.112 8.531 2.246
C 8.442 -2.783 -4.252
S 7.900 -0.272 -4.231
H 2.883 -2.472 -10.982
O -7.148 2.601 2.958
O 2.604 4.782 1.423
S -5.758 2.098 3.744
O -6.161 1.208 4.803
H 3.446 8.174 4.526
H -7.717 -7.852 4.416
H 1.569 -2.258 -8.205
C -5.395 3.829 4.351
C 2.467 0.286 7.006
C -7.679 -9.515 3.139
H 4.841 -0.936 4.475
H -2.468 -3.919 -9.241
H -6.296 4.332 4.701
N -2.381 4.147 -4.313
H 1.327 -3.510 -9.248
H -9.355 4.354 3.605
```

Atom charges from the Löwdin analysis, given in e for atoms 1 to 6: atom 1 (H): 0.110, atom 2 (C): -0.063, atom 3 (C): -0.287, atom 4 (H): 0.075, atom 5 (O): -0.293, atom 6 (H): 0.109

--- 2 ---
ORCA calculation (ωB97M-V with the def2-TZVPD basis set) on a molecular structure, C20H42NO21S5V.

Computed properties:
HOMO-LUMO gap	7.909	eV
total charge	0

Geometry as XYZ:
```
90
C20H42NO21S5V (ωB97M-V with the def2-TZVPD basis set)
O 5.850 -1.942 0.219
H 2.742 -3.551 0.357
H 1.079 -8.571 1.297
H 4.522 -2.404 -2.055
O 1.251 2.170 3.048
O 1.244 0.206 2.377
H 1.894 -2.485 -1.955
O -0.833 3.226 -5.518
C -2.904 -3.416 -1.538
O 0.023 3.482 -1.379
H 1.278 -4.617 2.718
H 2.211 -6.864 2.690
C -2.166 2.925 3.101
H -3.072 6.238 -0.232
C 2.304 2.186 -3.604
H -2.131 0.162 -4.492
C -0.538 -7.291 0.771
V -0.274 0.159 0.597
O 1.189 4.075 -4.104
C 2.436 3.676 -3.651
S -0.105 3.579 0.023
H -0.833 0.833 -3.505
S -2.570 -0.227 -2.227
O -1.771 -1.618 -2.598
O -2.003 0.664 4.569
H 1.306 4.925 1.513
O 0.765 0.528 -0.618
O -1.213 4.828 0.266
H 2.242 1.782 -2.594
H 1.832 -0.890 -2.860
O 1.099 1.910 -4.334
H 2.731 3.973 -2.645
H -3.546 -2.755 -0.957
O 1.523 3.177 -6.520
H -1.159 0.117 7.058
H -0.784 -4.077 1.591
H 3.983 -4.142 1.533
H -0.792 6.810 0.172
C -2.234 0.079 6.882
H -1.037 -7.818 -0.029
H 2.232 3.652 0.643
H 4.324 -0.837 -2.504
C 2.431 -1.746 -2.548
O -1.955 0.210 -0.912
H -2.500 -0.940 6.604
H -1.111 3.067 2.864
C 1.324 -6.634 2.118
H -1.948 -3.559 -3.429
H -2.069 -3.277 -0.851
H -3.776 0.775 5.712
H 3.177 1.690 -4.028
S 4.483 -1.948 0.736
H -2.713 3.290 2.232
H 4.245 -4.179 -0.221
H 1.756 5.094 -0.169
C 0.624 -7.598 1.404
C -0.439 -5.099 1.562
O -4.007 -0.386 -2.434
C 3.804 -3.611 0.598
C 3.812 -1.591 -1.906
C -1.071 5.992 -0.492
C 1.418 4.375 0.578
N 1.743 1.090 3.097
O -1.895 0.440 2.080
H -2.378 1.712 -3.405
H -2.561 7.024 -1.641
C -1.916 0.743 -3.595
H -2.686 2.058 5.910
H 3.241 4.050 -4.283
H -3.491 -2.814 -3.444
H -1.995 -5.737 0.369
S -2.663 1.113 3.134
C -2.391 6.110 -1.073
O 3.595 -1.219 -0.539
O -0.424 2.400 0.762
H -3.313 -4.426 -1.562
H -2.729 0.268 7.835
C -1.088 -6.068 0.853
O -0.416 -1.506 0.538
H -2.644 3.413 3.950
O -4.065 1.049 3.115
H -2.827 5.323 -1.688
C -2.706 0.981 5.742
O 4.069 -1.404 2.046
C -2.536 -2.797 -2.918
H 2.720 -2.209 -3.492
S 0.636 3.168 -5.338
O 2.780 0.847 3.737
C 0.739 -5.407 2.216
H -0.375 6.015 -1.330
```

Atom charges from the Löwdin analysis, given in e for atoms 1 to 6: atom 1 (O): -0.316, atom 2 (H): 0.064, atom 3 (H): 0.101, atom 4 (H): 0.111, atom 5 (O): 0.001, atom 6 (O): -0.079

The winner here is 2, beating the second structure by 6.241 eV.

--- 1 ---
ORCA calculation (ωB97M-V with the def2-TZVPD basis set) on a molecular structure, C5H4N2S.

Computed properties:
HOMO-LUMO gap	9.549	eV
total charge	0

Geometry as XYZ:
```
12
C5H4N2S (ωB97M-V with the def2-TZVPD basis set)
C 0.300 0.730 -0.023
N -1.946 0.584 0.002
N -0.864 1.361 -0.060
H 2.006 1.651 0.985
H -2.852 -1.272 0.088
H 2.107 1.726 -0.891
S 2.210 -0.616 -0.012
C 1.728 1.141 0.007
H -0.612 -2.504 -0.105
C -0.666 -1.429 -0.068
C 0.451 -0.640 0.043
C -1.864 -0.732 0.034
```

Atom charges from the Löwdin analysis, given in e for atoms 1 to 6: atom 1 (C): -0.413, atom 2 (N): -0.003, atom 3 (N): 0.079, atom 4 (H): 0.109, atom 5 (H): 0.125, atom 6 (H): 0.109

--- 2 ---
ORCA calculation (ωB97M-V with the def2-TZVPD basis set) on a molecular structure, C5H4N2S.

Computed properties:
HOMO-LUMO gap	9.587	eV
total charge	0

Geometry as XYZ:
```
12
C5H4N2S (ωB97M-V with the def2-TZVPD basis set)
H 0.891 -2.534 -0.027
C 2.097 -0.702 0.007
C -0.201 -0.622 -0.002
H 3.050 -1.198 0.005
H -1.771 1.733 0.922
C -0.022 0.772 0.000
H -1.796 1.748 -0.888
N 2.222 0.616 0.000
C 0.897 -1.435 0.001
S -1.974 -0.576 0.001
C -1.471 1.216 -0.003
N 1.124 1.397 -0.005
```

Atom charges from the Löwdin analysis, given in e for atoms 1 to 6: atom 1 (H): 0.117, atom 2 (C): -0.149, atom 3 (C): -0.490, atom 4 (H): 0.099, atom 5 (H): 0.089, atom 6 (C): -0.396

The winner here is 2, beating the second structure by 0.217 eV.